Entry 1:
{
  "formula": "C10H9F9NO",
  "method": "the ωB97M-V functional and the def2-TZVPD basis",
  "lumo_ev": 3.21,
  "e_tot_ev": -38509.5304,
  "total_charge": -1,
  "elements": ["F", "N", "C", "C", "C", "C", "C", "H", "H", "H", "H", "H", "C", "C", "C", "F", "F", "F", "F", "O", "C", "C", "F", "F", "F", "F", "H", "H", "H", "H"],
  "xyz": [[0.327, 2.693, -1.067], [-0.052, -0.498, -1.235], [-0.411, 0.381, -2.203], [-1.404, 0.078, -3.162], [-2.035, -1.170, -3.099], [-1.736, -2.011, -2.026], [-0.732, -1.650, -1.120], [0.133, 1.309, -2.301], [-1.711, 0.758, -3.942], [-2.774, -1.472, -3.826], [-2.235, -2.963, -1.923], [-0.521, -2.303, -0.287], [0.583, 0.896, 0.732], [0.293, 1.936, 1.843], [-0.797, 2.887, 1.384], [-1.759, 2.280, 0.747], [-1.419, 3.598, 2.334], [-0.051, 1.355, 3.031], [1.389, 2.632, 2.064], [1.559, -0.116, 0.954], [1.181, -1.384, 1.541], [2.475, -2.156, 1.722], [2.300, -3.412, 2.117], [3.302, -2.307, 0.701], [0.660, -1.122, 2.742], [0.255, -1.942, 0.804], [0.912, 1.305, -0.223], [-0.358, 0.440, 0.426], [-0.357, 3.629, 0.719], [2.984, -1.671, 2.555]],
  "mulliken_charge": [-0.861, -0.205, -0.136, -0.779, -0.135, -0.841, -0.334, 0.447, 0.377, 0.378, 0.355, 0.778, -1.181, 1.105, 0.004, -0.262, -0.330, -0.355, -0.368, -0.419, 1.039, 0.089, -0.301, -0.255, -0.307, -0.331, 0.700, 0.632, 0.279, 0.217]
}


Entry 2:
{
  "formula": "C10H9HfN2O5Se",
  "method": "the ωB97M-V functional and the def2-TZVPD basis",
  "lumo_ev": [-14.37, -14.91],
  "de_lowest_ev": 1.316,
  "e_tot_ev": -90349.4813,
  "total_charge": 3,
  "elements": ["O", "C", "Hf", "O", "C", "C", "O", "C", "O", "C", "O", "H", "C", "N", "C", "C", "N", "C", "C", "Se", "H", "H", "H", "H", "H", "H", "H", "H"],
  "xyz": [[2.437, -1.284, -2.900], [2.109, -1.499, -1.772], [0.149, -0.105, 1.069], [0.886, 2.236, -1.392], [0.728, 1.366, -0.622], [-1.552, 1.400, 1.400], [-2.325, 2.224, 1.082], [-1.024, -1.582, 0.312], [-1.810, -2.462, 0.216], [-1.042, -0.359, -0.960], [-1.642, -0.457, -1.967], [0.567, -1.675, 1.670], [1.288, 3.308, 2.421], [2.479, 2.580, 1.957], [3.550, 3.140, 1.287], [4.383, 2.151, 0.982], [3.865, 0.974, 1.457], [4.471, -0.339, 1.326], [2.680, 1.242, 2.075], [1.606, 0.038, 3.198], [1.631, 4.286, 2.809], [0.766, 2.751, 3.233], [0.576, 3.483, 1.586], [3.568, 4.183, 1.133], [5.317, 2.165, 0.496], [4.355, -0.733, 0.306], [5.548, -0.242, 1.528], [4.025, -1.049, 2.039]],
  "mulliken_charge": [-0.172, 0.298, 0.521, -0.113, 0.444, 0.444, -0.057, 0.539, -0.154, 0.399, -0.099, -0.044, -0.860, 0.252, -0.380, -0.500, 0.197, -0.805, -0.193, 0.098, 0.359, 0.360, 0.317, 0.549, 0.562, 0.326, 0.370, 0.343]
}


Entry 3:
{
  "formula": "C10H9I",
  "method": "the ωB97M-V functional and the def2-TZVPD basis",
  "lumo_ev": -0.64,
  "de_lowest_ev": 4.868,
  "e_tot_ev": -18610.0533,
  "total_charge": 0,
  "elements": ["C", "C", "C", "C", "C", "C", "C", "C", "C", "C", "I", "H", "H", "H", "H", "H", "H", "H", "H", "H"],
  "xyz": [[-1.187, 3.422, -1.054], [-1.178, 2.240, -0.774], [2.014, -1.811, -1.077], [1.956, -0.462, -1.295], [1.056, -2.436, -0.291], [0.944, 0.224, -0.580], [-0.105, -1.800, 0.167], [-0.183, -0.385, 0.018], [-1.246, 0.844, 1.955], [-1.312, 0.347, 0.536], [-3.218, -0.383, -0.073], [-0.952, 4.430, -1.241], [2.911, -2.489, -1.485], [2.679, 0.002, -1.784], [1.126, -3.525, -0.055], [0.884, 1.363, -0.588], [-0.802, -2.269, 0.672], [-0.289, 1.349, 2.209], [-2.067, 1.322, 2.227], [-1.032, 0.018, 2.512]],
  "mulliken_charge": [-0.088, -0.619, -0.069, -0.982, -0.494, -0.152, -0.578, 0.464, -1.386, 0.038, 0.216, 0.415, 0.216, 0.532, 0.289, 0.246, 0.622, 0.346, 0.480, 0.504]
}